14
Properties=species:S:1:pos:R:3 method="wB97M-V/def2-TZVPD" total_energy_ha=-270.50428 molar_mass_g_mol=84.1 relative_energy_kcal_mol=33.64 e_lumo_ha=0.0360 smiles="C=CCC(C)=O" spin_multiplicity=1
C -2.0155 0.0616 0.4158
C -0.5354 0.2635 0.5285
C 0.2833 0.7730 -0.6798
C 1.2058 -0.4019 -0.8692
C 2.0598 -0.6670 0.1164
O 0.0241 -0.0569 1.5518
H -2.2803 -0.7581 1.0879
H -2.5036 0.9753 0.7675
H -2.3412 -0.1497 -0.6046
H 0.8225 1.6789 -0.3739
H -0.3436 1.0248 -1.5429
H 0.8869 -1.1743 -1.5668
H 2.3153 0.0967 0.8447
H 2.4219 -1.6660 0.3246